Entry one
DFT (ωB97M-V with the def2-TZVPD basis set) results for a structure of composition C5H14N3.

```
! wB97M-V def2-TZVPD RIJCOSX def2/J DEFGRID3
* xyz 1 1
C 2.000 1.219 0.110
C 1.821 0.821 1.374
N 0.495 0.311 1.804
N 3.309 1.766 -0.238
H 1.204 1.258 -0.656
H 2.639 0.780 2.099
H -0.212 0.894 1.455
H 0.463 0.322 2.814
H 3.761 2.285 0.516
H 3.250 2.474 -0.964
C -3.006 -0.379 -1.814
C -1.577 -0.605 -1.245
C -1.442 -1.380 -0.134
N -0.113 -1.744 0.440
H -3.668 -1.186 -1.461
H -3.451 0.571 -1.531
H -3.040 -0.387 -2.953
H -0.754 -0.046 -1.729
H -2.316 -1.741 0.447
H 0.506 -1.662 -0.362
H 0.202 -0.869 1.211
H -0.070 -2.701 0.816
*
```

Summary:
- Orbital gap: 9.388 eV
- E_HOMO: -12.12 eV
- E_LUMO: -2.732 eV

natural (NBO) atomic charge list, values in e, 8 entries: -0.02 -0.14 -0.79 -0.81 0.20 0.23 0.40 0.41

Entry two
DFT (ωB97M-V with the def2-TZVPD basis set) results for a cluster of 2 separate species, C5H14N3 in total.

```
! wB97M-V def2-TZVPD RIJCOSX def2/J DEFGRID3
* xyz 1 1
C 0.388 -1.471 -2.083
C 0.560 -0.373 -1.028
C -0.091 0.952 -1.251
C 0.649 1.924 -0.321
N -0.162 0.243 2.671
C 0.165 1.263 1.896
N 0.975 1.138 0.866
N 0.214 -0.715 0.278
H 0.499 -1.101 -3.094
H -0.567 -1.992 -1.990
H 1.163 -2.214 -1.933
H 1.645 -0.170 -0.940
H -0.128 1.282 -2.280
H -1.108 0.930 -0.876
H -0.065 2.721 -0.084
H 1.511 2.413 -0.775
H -0.359 0.333 3.641
H -0.208 -0.649 2.195
H -0.267 2.244 2.100
H -2.291 -2.656 1.296
H 0.451 -1.727 0.413
H -2.974 -2.376 1.300
*
```

Summary:
- Orbital gap: 7.635 eV
- E_HOMO: -14.02 eV
- E_LUMO: -6.388 eV

natural (NBO) atomic charge list, values in e, 8 entries: -0.61 -0.13 -0.40 -0.26 -0.70 0.37 -0.24 -0.39

Entry three
DFT (ωB97M-V with the def2-TZVPD basis set) results for the ion C5H14N3 with charge +1.

```
! wB97M-V def2-TZVPD RIJCOSX def2/J DEFGRID3
* xyz 1 1
C 1.809 1.033 2.079
C 1.075 -0.035 1.181
C 1.237 0.547 -0.312
C 0.544 -0.420 -1.430
N -3.070 -0.997 -1.564
C -1.811 -0.651 -1.936
N -0.804 -0.616 -1.086
N -0.443 -0.027 1.520
H 2.666 1.476 1.748
H 1.097 1.914 2.154
H 2.028 0.671 3.062
H 1.530 -1.056 1.042
H 2.240 0.715 -0.578
H 0.875 1.539 -0.337
H 0.729 0.066 -2.402
H 1.097 -1.459 -1.360
H -3.440 -0.587 -0.784
H -3.594 -0.930 -2.386
H -1.579 -0.707 -3.086
H -0.972 -0.494 -0.005
H -0.477 -0.813 2.224
H -0.739 0.832 2.254
*
```

Summary:
- Orbital gap: 10.414 eV
- E_HOMO: -13.84 eV
- SMILES: C[C@@H](N)CC/[NH+]=C/N
- E_LUMO: -3.430 eV

natural (NBO) atomic charge list, values in e, 8 entries: -0.62 -0.05 -0.41 -0.24 -0.72 0.39 -0.53 -0.90

Entry four
DFT (ωB97M-V with the def2-TZVPD basis set) results for the ion C5H14N3 with charge +1.

```
! wB97M-V def2-TZVPD RIJCOSX def2/J DEFGRID3
* xyz 1 1
C -2.453 -0.184 -1.268
C -0.948 -0.263 -0.992
C -0.590 0.985 -0.026
C 0.693 0.822 0.736
C 1.956 1.176 0.211
N 3.211 0.656 0.432
N 0.708 -0.409 1.563
N -0.690 -1.648 -0.289
H -3.173 -0.582 -0.502
H -2.739 0.892 -1.660
H -2.586 -0.874 -2.056
H -0.381 -0.271 -1.910
H -0.535 1.796 -0.808
H -1.363 1.163 0.789
H 1.918 2.105 -0.403
H 3.995 1.293 0.379
H 3.401 0.157 1.365
H -0.093 -0.468 2.286
H 1.557 -0.280 2.032
H -1.111 -1.727 0.742
H -1.077 -2.504 -0.688
H 0.299 -1.835 0.067
*
```

Summary:
- Orbital gap: 8.039 eV
- E_HOMO: -11.25 eV
- SMILES: C[C@H]([NH3+])C/C(N)=C/N
- E_LUMO: -3.211 eV

natural (NBO) atomic charge list, values in e, 8 entries: -0.65 -0.01 -0.44 0.01 0.00 -0.80 -0.90 -0.74

In order of decreasing stability: entry three, entry one, entry four, entry two.

Entry one
DFT (ωB97M-V with the def2-TZVPD basis set) results for a structure of composition C5H14N3.

```
! wB97M-V def2-TZVPD RIJCOSX def2/J DEFGRID3
* xyz 1 1
C 1.200 0.458 0.065
C -0.039 0.455 -1.031
C 0.152 -1.172 1.454
C 2.333 -1.666 0.477
C -2.381 1.378 -1.086
N 1.208 -0.851 0.784
N -0.916 -0.542 1.585
N -1.037 1.360 -0.459
H 2.150 0.809 -0.452
H 1.076 1.180 0.847
H 0.328 0.874 -2.014
H -0.416 -0.650 -1.102
H 0.455 -2.312 2.108
H 2.113 -2.475 1.178
H 2.271 -1.883 -0.514
H 3.234 -1.314 0.817
H -2.898 2.185 -0.593
H -2.303 1.610 -2.149
H -2.855 0.399 -0.954
H -0.975 0.328 0.988
H -1.803 -0.958 1.955
H -0.857 2.320 -0.546
*
```

Summary:
- Orbital gap: 10.629 eV
- E_HOMO: -13.41 eV
- E_LUMO: -2.785 eV

natural (NBO) atomic charge list, values in e, 8 entries: -0.27 -0.25 0.42 -0.37 -0.41 -0.36 -0.77 -0.66

Entry two
DFT (ωB97M-V with the def2-TZVPD basis set) results for a cluster of 2 separate species, C5H14N3 in total.

```
! wB97M-V def2-TZVPD RIJCOSX def2/J DEFGRID3
* xyz 1 1
C 1.258 1.322 0.881
C 0.897 0.333 1.716
N 1.373 -0.954 1.716
C 0.605 -2.059 2.276
H 2.020 1.159 0.127
H 1.024 2.341 1.150
H 0.299 0.571 2.591
H 1.975 -1.194 0.938
H 1.281 -2.807 2.682
H -0.010 -1.687 3.089
H -0.054 -2.547 1.554
C -1.309 2.124 -2.200
N -0.766 0.953 -1.504
C -1.145 -0.264 -1.729
N -0.697 -1.313 -1.064
H -0.486 2.784 -2.471
H -1.999 2.668 -1.565
H -1.808 1.810 -3.110
H -0.076 1.119 -0.762
H -1.864 -0.467 -2.510
H -0.138 -1.233 -0.227
H -0.966 -2.228 -1.376
*
```

Summary:
- Orbital gap: 8.877 eV
- E_HOMO: -11.97 eV
- E_LUMO: -3.091 eV

natural (NBO) atomic charge list, values in e, 8 entries: -0.63 0.05 -0.60 -0.41 0.21 0.24 0.21 0.38

Entry three
DFT (ωB97M-V with the def2-TZVPD basis set) results for the ion C5H14N3 with charge +1.

```
! wB97M-V def2-TZVPD RIJCOSX def2/J DEFGRID3
* xyz 1 1
C -1.853 -0.751 -1.517
C -0.448 -1.367 -1.113
C -0.046 -1.309 0.350
C 0.553 -0.027 0.925
C -0.183 1.108 1.337
N 0.451 2.418 1.502
N 1.876 -0.123 1.290
N 0.642 -0.871 -1.943
H -2.805 -1.417 -1.375
H -1.895 0.190 -0.915
H -1.655 -0.255 -2.474
H -0.649 -2.452 -1.373
H 0.503 -2.070 0.820
H -1.010 -1.627 0.875
H -1.236 1.197 1.378
H -0.208 3.081 2.079
H 0.418 3.032 0.607
H 1.360 2.556 1.983
H 2.398 -0.987 0.965
H 2.313 0.785 1.179
H 0.653 -1.257 -2.851
H 0.823 0.145 -1.727
*
```

Summary:
- Orbital gap: 8.194 eV
- E_HOMO: -12.12 eV
- SMILES: C[C@@H](N)C/C(N)=C/[NH3+]
- E_LUMO: -3.922 eV

natural (NBO) atomic charge list, values in e, 8 entries: -0.64 -0.04 -0.48 0.29 -0.27 -0.71 -0.78 -0.87

In order of decreasing stability: entry two, entry one, entry three.

Entry one
DFT (ωB97M-V with the def2-TZVPD basis set) results for the ion C5H14N3 with charge +1.

```
! wB97M-V def2-TZVPD RIJCOSX def2/J DEFGRID3
* xyz 1 1
C 0.887 0.605 0.854
C 1.279 -0.006 -0.522
C -0.331 -1.552 -1.975
C -0.866 2.153 0.916
C -0.087 -1.995 0.321
N -0.465 0.765 1.265
N -1.202 -0.592 -1.962
N 0.595 -1.379 -0.855
H 1.425 0.129 1.735
H 1.415 1.515 0.838
H 1.032 0.448 -1.515
H 2.368 -0.002 -0.439
H -0.695 0.712 2.247
H -0.562 2.500 -0.089
H -2.025 2.414 1.055
H -0.223 2.925 1.642
H -0.468 -2.852 -0.017
H 0.489 -2.311 1.084
H -0.756 -1.320 0.627
H -1.368 0.246 -1.335
H -1.874 -0.602 -2.711
H 1.431 -1.800 -1.163
*
```

Summary:
- Orbital gap: 9.953 eV
- E_HOMO: -13.27 eV
- E_LUMO: -3.312 eV

natural (NBO) atomic charge list, values in e, 8 entries: -0.27 -0.25 0.29 -0.46 -0.41 -0.67 -0.74 -0.44

Entry two
DFT (ωB97M-V with the def2-TZVPD basis set) results for a structure of composition C5H14N3.

```
! wB97M-V def2-TZVPD RIJCOSX def2/J DEFGRID3
* xyz 1 1
C 2.339 -0.103 0.179
C -1.366 0.537 -1.410
C 1.183 -0.064 -0.901
C -0.501 0.999 0.863
C -0.076 0.801 -0.522
N 0.157 -1.131 2.292
N -1.875 -1.228 1.149
N -0.785 -0.716 1.658
H 2.390 -0.853 0.908
H 3.376 -0.239 -0.366
H 2.325 0.855 0.617
H -2.077 1.179 -0.896
H -1.755 -0.492 -1.539
H -1.168 0.763 -2.400
H 1.480 0.194 -1.872
H 0.715 -1.066 -0.991
H -1.462 1.251 1.092
H 0.249 1.151 1.642
H 0.385 1.708 -0.726
H 0.191 -2.096 2.635
H -2.135 -0.704 0.322
H -2.302 -2.072 1.515
*
```

Summary:
- Orbital gap: 10.791 eV
- E_HOMO: -14.80 eV
- E_LUMO: -4.008 eV

natural (NBO) atomic charge list, values in e, 8 entries: -0.62 -0.63 -0.37 -0.03 -0.32 -0.31 -0.59 0.16

In order of decreasing stability: entry one, entry two.

Entry one
DFT (ωB97M-V with the def2-TZVPD basis set) results for a cluster of 4 separate species, C3H12O4 in total.

```
! wB97M-V def2-TZVPD RIJCOSX def2/J DEFGRID3
* xyz -1 2
C 0.123 -1.113 0.121
C 1.095 -0.074 0.573
C 0.874 1.213 0.347
O 1.797 2.197 0.620
H -0.201 -1.799 0.911
H 0.581 -1.721 -0.660
H -0.753 -0.643 -0.301
H 2.088 -0.260 0.979
H -0.071 1.575 -0.033
H 1.806 2.822 -0.111
H -1.165 -1.757 -3.662
H -0.463 -0.618 -2.962
O -1.204 -1.246 -2.835
H 2.457 -0.687 4.557
H 3.613 0.324 4.416
O 3.412 -0.614 4.426
H -4.510 0.873 -1.370
H -4.602 0.395 -2.790
O -4.878 1.131 -2.224
*
```

Summary:
- Expectation value of S²: 0.75
- Orbital gap (alpha / beta): 2.188 / 8.684 eV
- E_HOMO (alpha / beta): 0.80 / -5.76 eV
- E_LUMO (alpha / beta): 2.983 / 2.923 eV

natural (NBO) atomic charge list, values in e, 8 entries: -0.69 -0.30 -0.03 -0.74 0.19 0.22 0.23 0.19

Entry two
DFT (ωB97M-V with the def2-TZVPD basis set) results for a cluster of 4 separate species, C3H12O4 in total.

```
! wB97M-V def2-TZVPD RIJCOSX def2/J DEFGRID3
* xyz -1 2
C -2.926 -1.240 -0.544
C -2.668 -0.695 -1.910
C -1.990 0.434 -2.094
O -1.843 1.111 -3.283
H -3.127 -2.309 -0.566
H -2.007 -1.114 0.064
H -3.594 -0.679 0.091
H -3.299 -1.108 -2.702
H -1.547 0.978 -1.291
H -2.518 0.812 -3.886
H 2.548 -1.022 2.107
H 3.522 -2.187 2.233
O 2.927 -1.654 2.753
H 2.080 0.645 0.598
H 0.815 0.964 1.475
O 1.651 0.458 1.455
H 4.634 2.641 1.980
H 3.586 1.521 1.885
O 3.756 2.445 1.635
*
```

Summary:
- Expectation value of S²: 0.75
- Orbital gap (alpha / beta): 2.427 / 9.134 eV
- E_HOMO (alpha / beta): 0.78 / -5.93 eV
- E_LUMO (alpha / beta): 3.211 / 3.202 eV

natural (NBO) atomic charge list, values in e, 8 entries: -0.69 -0.34 0.04 -0.70 0.20 0.22 0.21 0.17

In order of decreasing stability: entry two, entry one.